# 1
44
Properties=species:S:1:pos:R:3:mulliken_charge:R:1 method="wB97M-V/def2-TZVPD" e_homo_ev=-5.684 energy_ha=-1608.7288
C 2.8389 3.2243 -1.9739 -1.56
C 1.3677 3.5886 -1.7290 2.11
C 1.3051 5.0250 -1.2088 -2.15
C 0.5817 3.5148 -3.0466 -1.54
C 0.7624 2.5834 -0.7384 0.23
C 0.1990 2.9640 0.4879 0.13
C -0.3807 2.0386 1.3276 -1.26
C -0.4359 0.6182 0.9932 0.02
O -0.9894 -0.2470 1.7192 -0.50
C 0.2019 0.2693 -0.2646 -0.45
C 0.7627 1.2191 -1.0831 -0.56
H 2.9555 2.1872 -2.3034 0.30
H 3.2730 3.8817 -2.7360 0.42
H 3.4097 3.3522 -1.0462 0.37
H 0.2700 5.3352 -1.0381 0.42
H 1.8677 5.1293 -0.2762 0.42
H 1.7451 5.7022 -1.9497 0.43
H -0.4482 3.8536 -2.8794 0.37
H 1.0379 4.1653 -3.8017 0.42
H 0.5432 2.4946 -3.4421 0.31
H 0.2141 4.0157 0.7859 0.34
H -0.8241 2.3496 2.2702 0.34
H 0.2007 -0.7823 -0.5316 0.35
H 1.2090 0.8952 -2.0253 0.31
C 2.1160 -4.5988 0.5122 -0.35
C 1.0293 -4.8415 -0.3431 -0.66
C -0.2068 -4.2610 -0.0772 -0.37
C -0.3730 -3.4335 1.0538 0.19
C -1.6643 -2.8385 1.3609 0.83
S -2.2023 -2.5890 2.9770 0.01
C -3.9741 -2.3908 2.6527 -0.57
C -4.3056 -2.3813 1.1704 -0.56
S -2.8430 -2.6533 0.1323 -0.05
C 0.7198 -3.2049 1.9094 -0.24
C 1.9547 -3.7788 1.6401 -0.78
H 3.0832 -5.0608 0.3104 0.38
H 1.1548 -5.4847 -1.2176 0.37
H -1.0559 -4.4537 -0.7359 0.32
H -4.4455 -3.2378 3.1631 0.38
H -4.2905 -1.4653 3.1455 0.36
H -5.0121 -3.1785 0.9189 0.38
H -4.7337 -1.4188 0.8627 0.35
H 0.5847 -2.5226 2.7495 0.37
H 2.7971 -3.5840 2.3049 0.37

***

# 2
64
Properties=species:S:1:pos:R:3:mulliken_charge:R:1 method="wB97M-V/def2-TZVPD" e_homo_ev="-4.410 / -4.375" energy_ha=-3243.0975 total_charge=-1
Tl 0.0025 0.3687 -0.1452 1.11
C -1.5817 -0.5038 3.0345 -0.75
C -0.0913 -0.2003 2.9998 -0.55
N 0.6471 -1.0487 2.0711 0.87
C 0.5006 -2.4790 2.3638 -1.12
C -0.3900 -3.1836 1.3468 -0.41
C 2.0345 -0.6145 2.0149 -1.20
C 2.8613 -1.3152 0.9518 -0.82
N 2.0837 -1.4784 -0.2442 0.25
C 2.6547 -1.6981 -1.4396 0.04
C 1.7872 -1.8305 -2.5634 0.35
F 0.4741 -1.7845 -2.3654 -0.21
C 2.2436 -1.9993 -3.8479 -0.13
F 1.3573 -2.0825 -4.8461 -0.30
C 3.5934 -2.1178 -4.1233 -0.48
C 4.4626 -2.0808 -3.0487 0.19
F 5.7773 -2.2482 -3.2659 -0.32
C 4.0325 -1.8860 -1.7578 0.34
F 4.9666 -1.9292 -0.8005 -0.32
H -2.0901 0.2588 3.6282 0.49
H -2.0015 -0.5085 2.0242 -0.14
H -1.7907 -1.4713 3.4951 0.39
H 0.0581 0.8337 2.6813 0.11
H 0.3303 -0.2979 4.0172 0.42
H 1.4869 -2.9494 2.3603 0.41
H 0.1003 -2.6132 3.3767 0.50
H 0.0352 -3.0681 0.3478 -0.01
H -0.4689 -4.2500 1.5771 0.50
H -1.3917 -2.7531 1.3348 -0.25
H 2.0347 0.4558 1.8083 0.22
H 2.5560 -0.7654 2.9785 0.39
H 3.7719 -0.7285 0.8271 0.56
H 3.1769 -2.3089 1.2955 0.52
H 3.9567 -2.2476 -5.1320 0.49
N -1.4500 2.3290 1.1867 -0.09
N -0.9096 3.5671 1.5502 -0.53
C 0.4075 3.8029 1.3041 0.25
N 0.7641 5.0974 1.2612 -0.43
N 1.1857 2.7356 1.1631 -0.14
N 2.4863 2.9180 0.8045 0.79
O 3.0946 3.9687 1.0404 -0.78
O 3.0335 1.9590 0.2905 -0.59
H -1.8517 2.3847 0.2529 0.29
H -2.1469 2.0259 1.8518 0.26
H -1.4973 4.3734 1.3834 0.32
H 0.0871 5.7195 0.8386 0.30
H 1.7309 5.2488 1.0114 0.31
Cl -2.3112 0.9171 -2.5650 -0.14
C -3.2295 -0.4433 -2.0344 1.02
C -4.0367 -1.0868 -2.9421 -0.81
C -4.8607 -2.1336 -2.5308 -0.25
C -4.8835 -2.5217 -1.1901 -0.75
C -4.0694 -1.8880 -0.2830 0.74
Cl -4.1377 -2.3906 1.3747 -0.21
C -3.1406 -0.8132 -0.6265 -1.21
N -2.3553 -0.2579 0.2495 -0.58
H -4.0381 -0.7625 -3.9755 0.40
H -5.5024 -2.6298 -3.2477 0.36
H -5.5321 -3.3229 -0.8583 0.39
F -1.4969 4.8447 -2.8796 -0.37
B -0.8011 4.7507 -1.6829 0.39
F -1.5532 5.3748 -0.6232 -0.47
F 0.4537 5.3754 -1.7557 -0.39
F -0.6193 3.3826 -1.3229 -0.20

***

# 3
46
Properties=species:S:1:pos:R:3:mulliken_charge:R:1 method="wB97M-V/def2-TZVPD" e_homo_ev="-15.092 / -15.092" energy_ha=-2863.2409 multiplicity=4 s_squared=3.937 total_charge=+2
C -2.8525 -1.8544 -0.9301 0.62
C -3.5437 -1.7142 0.3945 -1.18
C -3.6418 -1.2948 -2.1434 -1.16
C -2.1428 -3.1548 -1.1977 -1.21
Cl -1.3758 -0.5282 -0.6852 -0.25
H -4.5449 -1.8387 -2.4387 0.40
H -2.9180 -1.2244 -2.9594 0.32
H -3.8500 -0.2502 -1.8941 0.33
H -4.4655 -2.2940 0.5857 0.39
H -3.7413 -0.6420 0.5382 0.32
H -2.7806 -1.9446 1.1540 0.31
H -2.7480 -4.0622 -1.3786 0.38
H -1.4671 -3.3039 -0.3417 0.32
H -1.4618 -2.9805 -2.0426 0.32
C 1.5085 3.3757 0.2673 -0.29
C 0.8184 3.6312 -1.0068 -0.59
C -0.4791 3.0479 -0.9345 -0.03
H 1.2195 4.2186 -1.7809 0.71
C -0.6441 2.4585 0.3501 -0.76
C 0.5685 2.6706 1.1100 -0.64
H 0.7792 2.3131 2.1461 0.65
H 2.4259 3.8294 0.6434 0.57
H -1.2278 3.1149 -1.7139 0.52
H -1.4685 1.8404 0.7009 0.67
C 2.9236 0.5748 -0.8132 -0.08
C 2.9086 1.8165 -1.5302 -0.78
C 1.8260 1.7180 -2.5255 -0.35
H 3.6160 2.6324 -1.4499 0.64
C 1.2650 0.3793 -2.4071 -0.31
C 1.9179 -0.2717 -1.3538 -0.42
H 1.7008 -1.2799 -1.0778 0.47
H 3.6298 0.2907 -0.0246 0.47
H 1.5501 2.3890 -3.3373 0.60
H 0.4930 -0.0174 -3.0654 0.46
Mn 1.1477 1.6530 -0.5508 0.63
Cl 3.4365 -3.2926 2.8763 -0.16
C 2.2597 -2.0342 2.8213 -0.19
C 1.3629 -1.8517 3.8712 -0.23
C 0.4116 -0.8475 3.7268 -1.07
C 0.4210 -0.0942 2.5506 0.13
N 1.3350 -0.2014 1.6149 0.18
C 2.2140 -1.1923 1.6986 -0.40
H 1.4210 -2.4769 4.7583 0.47
H -0.3347 -0.6028 4.4719 0.44
H -0.3744 0.6615 2.3981 0.27
H 2.9023 -1.3660 0.9050 0.51

***

# 4
54
Properties=species:S:1:pos:R:3:mulliken_charge:R:1 method="wB97M-V/def2-TZVPD" e_homo_ev=-11.823 energy_ha=-2692.6781 total_charge=+1
C 2.5027 0.2996 1.4674 -1.32
C 1.1827 -0.3771 1.0825 -0.16
C 1.4260 -1.6789 0.3493 -0.25
Cl 2.1117 -1.2923 -1.2599 -0.14
N 0.1906 -2.4429 0.0528 -0.03
C -0.6936 -2.6349 1.0950 0.05
N -0.3506 -2.7895 2.3481 -0.25
N -2.0235 -2.7001 0.7307 -0.32
C -2.5587 -1.3939 0.4302 -0.07
Cl -2.2386 -0.7876 -1.1375 -0.12
C -3.2599 -0.6928 1.3314 0.85
C -3.8663 0.6479 1.0837 -1.28
Cl -3.5399 -1.3551 2.9100 -0.20
H 3.1725 0.3986 0.6214 0.47
H 2.9964 -0.2989 2.2349 0.36
H 2.2927 1.2698 1.9202 0.21
H 0.6156 0.3131 0.4619 0.24
H 0.6311 -0.4994 2.0151 0.31
H 2.1944 -2.2892 0.8210 0.41
H 0.4542 -3.3731 -0.2706 0.28
H -1.0162 -3.0888 3.0449 0.27
H 0.5646 -2.5437 2.6929 0.23
H -2.5696 -3.1764 1.4407 0.41
H -3.9341 1.1920 2.0213 0.39
H -4.8782 0.5578 0.6964 0.31
H -3.2507 1.2300 0.4092 0.39
C -2.5712 -1.8813 -4.6834 -0.43
C -2.8137 -1.5380 -6.0063 -0.47
C -3.8852 -2.0991 -6.6829 -0.38
C -4.6990 -2.9955 -6.0170 0.07
C -4.4696 -3.3546 -4.7028 -0.48
C -3.3954 -2.7910 -4.0342 -0.22
N -5.8519 -3.5789 -6.7241 1.01
O -6.0173 -3.2617 -7.8805 -0.60
O -6.5628 -4.3379 -6.1012 -0.60
H -1.7352 -1.4375 -4.1571 0.41
H -2.1704 -0.8311 -6.5114 0.38
H -4.0807 -1.8373 -7.7119 0.46
H -5.1167 -4.0609 -4.2048 0.44
H -3.2020 -3.0594 -3.0046 0.39
C 6.5258 5.4235 4.3910 -0.42
C 6.1439 5.8202 3.1162 -0.45
C 5.0538 5.2276 2.5021 -0.33
C 4.3599 4.2437 3.1832 0.22
C 4.7282 3.8308 4.4513 -0.34
C 5.8212 4.4281 5.0556 -0.48
N 3.1928 3.6297 2.5437 1.08
O 2.8969 3.9866 1.4257 -0.60
O 2.5745 2.7814 3.1674 -0.70
H 7.3750 5.8927 4.8691 0.39
H 6.6946 6.5944 2.6009 0.38
H 4.7524 5.5323 1.5112 0.44
H 4.1747 3.0592 4.9646 0.42
H 6.1219 4.1200 6.0469 0.37